Computed, not measured: a 2-piece molecular cluster, C5H13NO overall in a non-equilibrium geometry, with the ωB97M-V functional and the def2-TZVPD basis.

Summary:
- ΔE to the lowest compared entry with this formula, charge and spin (kJ/mol) = 101.0
- HOMO (eV) = -8.2
- SMILES = CC/C=C(/C)N.O
- E_tot (eV) = -8932.964
- multiplicity = 1

Last columns: bonded neighbours and bond lengths (Å).
Element x y z (Å)
1 C 2.286 -0.156 -0.596  C2 1.525, H7 1.095, H8 1.084, H9 1.088
2 C 1.009 0.171 0.171  C1 1.525, C3 1.487, H10 1.084, H11 1.090
3 C -0.099 -0.785 -0.096  C2 1.487, C4 1.335, H12 1.078
4 C -1.202 -0.960 0.636  C3 1.335, C5 1.496, N6 1.394
5 C -2.211 -1.997 0.258  C4 1.496, H13 1.090, H14 1.107, H15 1.081
6 N -1.484 -0.264 1.812  C4 1.394, H16 1.006, H17 1.006
7 H 2.177 0.000 -1.674  C1 1.095
8 H 3.079 0.527 -0.313  C1 1.084
9 H 2.641 -1.164 -0.394  C1 1.088
10 H 0.871 1.239 0.042  C2 1.084
11 H 1.289 0.162 1.224  C2 1.090
12 H -0.100 -1.222 -1.081  C3 1.078
13 H -2.196 -2.838 0.950  C5 1.090
14 H -3.237 -1.589 0.346  C5 1.107
15 H -2.111 -2.313 -0.771  C5 1.081
16 H -1.926 -0.846 2.504  N6 1.006
17 H -0.683 0.213 2.190  N6 1.006
18 O 0.657 4.264 -1.969  H19 0.977, H20 0.963
19 H 0.781 3.326 -2.210  O18 0.977
20 H 0.458 4.233 -1.027  O18 0.963

Atom charges from the natural (NBO) analysis, given in e for atoms 1 to 2:
1 C -0.5904
2 C -0.4366